(1)
A molecular structure, C27H25CrIN2PS2 at a distorted geometry. Source: OMol25; level of theory: the ωB97M-V functional and the def2-TZVPD basis.

Positions of all 59 atoms, in Å:
I 1.071 4.053 1.581
Cr -0.301 1.733 0.635
S -2.435 2.600 0.392
S -0.926 1.238 2.814
P 0.287 -1.281 -0.361
N 0.509 2.823 -0.960
N -0.318 0.222 -0.036
C 3.991 -1.558 2.300
C -2.232 2.242 3.086
C 3.332 -2.710 1.896
C -1.654 -2.361 1.275
C 3.533 -0.304 1.906
C -0.893 -2.543 0.120
C 0.514 2.546 -2.273
C 1.077 -1.829 -4.796
C -2.685 2.416 4.488
C 1.260 3.294 -3.166
C -2.507 -3.371 1.687
C 1.943 -1.540 -2.569
C 2.013 4.658 -1.332
C -2.948 2.837 1.970
C 0.633 -1.413 -2.111
C -4.199 3.609 2.166
C 2.155 -1.753 -3.923
C 2.206 -2.620 1.090
C -0.459 -1.477 -2.983
C 2.024 4.352 -2.693
C 2.417 -0.208 1.097
C -0.967 -3.722 -0.620
C 1.751 -1.366 0.690
C 1.234 3.859 -0.536
C -0.227 -1.684 -4.331
C -1.819 -4.728 -0.188
C -2.588 -4.548 0.953
H -0.369 -3.864 -1.511
H 4.869 -1.632 2.928
H 2.632 4.936 -3.372
H 1.683 -3.518 0.784
H -1.879 -5.653 -0.745
H -2.064 1.844 5.173
H -4.037 4.666 1.926
H -1.569 -1.444 1.845
H -1.061 -1.749 -5.017
H -3.256 -5.335 1.277
H 1.241 3.052 -4.219
H 3.164 -1.872 -4.295
H 1.251 -2.008 -5.849
H -4.578 3.554 3.182
H -1.472 -1.381 -2.607
H 2.079 0.769 0.744
H -4.973 3.264 1.476
H 4.064 0.582 2.228
H -3.721 2.085 4.612
H 3.690 -3.679 2.217
H -0.090 1.706 -2.592
H 2.780 -1.490 -1.884
H -2.652 3.473 4.775
H 2.585 5.480 -0.927
H -3.103 -3.248 2.580

As for the molar mass: 651.519 g mol⁻¹. The value obtained for the LUMO energy (spin up / spin down) is -11.9 / -12.0 eV. The total charge is +3. The HOMO energy (spin up / spin down) is -17.09 / -17.09 eV. The calculation puts the HOMO-LUMO gap (spin up / spin down) at 0.1921 / 0.1872 Eh.

Atom charges from the Mulliken analysis, given in e for atoms 1 to 4: I 0.201; Cr 0.718; S -0.020; S -0.046

(2)
3 unconnected molecules or ions with the total composition C4H15NO2 at a distorted geometry. Source: OMol25; level of theory: the ωB97M-V functional and the def2-TZVPD basis.

Positions of all 22 atoms, in Å:
O -1.673 -0.285 3.453
O 0.003 2.039 1.872
N 0.085 -0.340 -0.265
C 1.227 -1.269 -0.093
C 0.948 1.058 -2.093
C -0.047 0.001 -1.650
C -1.140 -1.117 0.069
H -0.053 -0.857 -2.331
H 0.349 1.656 1.042
H -0.977 0.026 2.850
H 0.901 -2.259 0.233
H -2.346 0.260 3.011
H -1.105 -1.507 1.079
H 1.951 0.757 -1.785
H -1.999 -0.486 -0.150
H 1.892 -1.332 -0.946
H -1.011 0.495 -1.721
H -1.174 -1.912 -0.688
H 1.825 -0.912 0.751
H 0.737 2.657 2.024
H 0.799 1.989 -1.533
H 0.807 1.338 -3.129

As for the molar mass: 109.169 g mol⁻¹. The value obtained for the LUMO energy is 0.8 eV. The total charge is 0. The calculation puts the energy above the lowest of the compared OMol25 structures with the same formula, charge and spin at 147.1 kJ/mol. The HOMO energy is -9.28 eV. The calculation puts the HOMO-LUMO gap at 0.3689 Eh. Its SMILES is CCN(C)C.O.O.

Atom charges from the Mulliken analysis, given in e for atoms 1 to 4: O -0.644; O -0.642; N 0.232; C -1.086

(3)
A molecular structure, C5H6S5V. Source: OMol25; level of theory: the ωB97M-V functional and the def2-TZVPD basis.

Positions of all 17 atoms, in Å:
V 0.828 -1.436 -1.292
S 2.805 -1.927 -2.259
S 0.653 -1.134 0.912
S -0.267 0.457 -1.640
S 2.781 -4.813 -2.991
S 0.267 -3.395 -2.259
C 1.983 -3.433 -2.579
C -0.226 0.390 1.069
C -1.367 2.369 0.014
C -0.493 0.854 2.484
C -0.616 1.065 -0.018
H -0.078 0.134 3.187
H -0.031 1.825 2.675
H -0.795 3.140 -0.507
H -2.322 2.261 -0.507
H -1.565 0.941 2.676
H -1.558 2.701 1.034

As for the molar mass: 277.382 g mol⁻¹. The value obtained for the LUMO energy (spin up / spin down) is 3.0 / 3.0 eV. The total charge is -1. The spin multiplicity is 3. Its expectation value of S² is 2.027. The calculation puts the energy above the lowest of the compared OMol25 structures with the same formula, charge and spin at 0.0 kJ/mol. The HOMO energy (spin up / spin down) is -4.61 / -4.58 eV. The calculation puts the HOMO-LUMO gap (spin up / spin down) at 0.2802 / 0.2791 Eh.

Atom charges from the Mulliken analysis, given in e for atoms 1 to 4: V 0.116; S -0.417; S -0.377; S -0.410

no.,calculated total energy (eV)
1,-98839.247
2,-9975.562
3,-85149.960